Entry 1:
Molecular formula: C21H21F25NO2S
Method: DFT, the ωB97M-V functional and the def2-TZVPD basis

Each line ends with the Mulliken charge.
Geometry (Å):
1 F -3.1697 -0.6740 2.8132  -0.37
2 C -2.2269 -0.9070 1.8486  1.30
3 F -1.1283 -1.3292 2.5232  -0.18
4 C -1.9973 0.4272 1.1232  -1.56
5 C -0.5730 0.9375 1.3242  -0.96
6 C -0.3961 1.6162 2.7035  -0.87
7 C 0.8513 1.0905 3.4689  -1.04
8 C 0.4475 0.1554 4.5682  0.49
9 C -0.5692 0.3673 5.4329  -0.24
10 C -0.8801 -0.5578 6.3718  -0.45
11 C -0.1527 -1.7181 6.4666  -0.50
12 C 0.8564 -1.9054 5.6174  -0.38
13 N 1.1350 -0.9791 4.6945  0.05
14 C -2.8492 -2.0320 0.9709  0.27
15 F -3.4752 -2.8875 1.7785  -0.27
16 F -3.7543 -1.4987 0.1601  -0.25
17 S -1.6025 -3.0411 -0.0356  1.55
18 F -2.2072 -2.5340 -1.3938  -0.34
19 F -0.5707 -1.8468 -0.0346  -0.30
20 F -1.0034 -3.6369 1.2940  -0.30
21 F -2.6200 -4.2500 -0.0908  -0.33
22 F -0.5600 -3.8938 -0.8456  -0.33
23 H -2.7286 1.1420 1.4844  0.54
24 H -2.1654 0.3167 0.0553  0.43
25 H 0.1545 0.1509 1.1558  0.53
26 H -0.4144 1.7046 0.5683  0.48
27 H -1.3198 1.4577 3.2522  0.60
28 H -0.2809 2.6875 2.5717  0.48
29 H 1.4830 1.8918 3.8377  0.34
30 H 1.4269 0.5078 2.7520  0.49
31 H -1.1100 1.2943 5.3368  0.49
32 H -1.7056 -0.3962 7.0470  0.46
33 H -0.3926 -2.4731 7.1951  0.44
34 H 1.4609 -2.7974 5.6508  0.41
35 H 1.9033 -1.1512 4.0551  0.29
36 C 2.1074 7.7347 -0.4958  -0.72
37 C 1.8022 6.8889 -1.7503  0.88
38 C 0.3737 6.3679 -1.9406  0.08
39 F 0.0072 5.5196 -0.9558  -0.20
40 F 0.3046 5.6810 -3.1024  -0.26
41 F 2.6832 5.8670 -1.8287  -0.27
42 F 2.0381 7.6988 -2.8168  -0.32
43 O 2.7532 7.0962 0.6066  -0.38
44 C 2.0560 6.4581 1.6052  0.79
45 C 2.4151 4.9720 1.6718  0.22
46 F 2.1130 4.3387 0.5243  -0.22
47 F 1.6963 4.3738 2.6622  -0.25
48 F 0.7273 6.6486 1.5090  -0.28
49 F 2.4416 7.0059 2.7790  -0.30
50 H 2.8438 8.4637 -0.8304  0.40
51 H 1.2443 8.3179 -0.1764  0.34
52 H -0.3402 7.1944 -1.9846  0.27
53 H 3.4799 4.8382 1.8692  0.24
54 C -0.0111 -4.9824 -3.7497  -0.46
55 C 0.2610 -6.4125 -4.2601  0.86
56 C 1.5103 -6.6501 -5.1142  0.10
57 F 1.4702 -5.9615 -6.2681  -0.22
58 F 1.5838 -7.9635 -5.4286  -0.26
59 F -0.8335 -6.8756 -4.8979  -0.28
60 F 0.4239 -7.1822 -3.1446  -0.33
61 O -0.9708 -4.1922 -4.4454  -0.38
62 C -0.6362 -3.3999 -5.5256  0.77
63 C -1.3804 -3.8226 -6.7956  0.22
64 F -1.0740 -5.0879 -7.1326  -0.22
65 F -1.0127 -3.0150 -7.8151  -0.26
66 F 0.6942 -3.3382 -5.7127  -0.29
67 F -1.0416 -2.1428 -5.2263  -0.30
68 H -0.4625 -5.1220 -2.7720  0.17
69 H 0.9115 -4.4304 -3.5684  0.38
70 H 2.4153 -6.3761 -4.5643  0.27
71 H -2.4596 -3.7490 -6.6457  0.24

Values from the calculation:
net charge = +1
LUMO energy = -4.1275 eV

***

Entry 2:
Molecular formula: C52H42KN4OP2S2Si
Method: DFT, the ωB97M-V functional and the def2-TZVPD basis

Each line ends with the Mulliken charge.
Geometry (Å):
1 K -0.2961 -0.8556 -1.1987  1.54
2 C 1.6961 -2.4258 1.2119  -1.39
3 Si 1.3759 -0.5529 1.5603  0.04
4 C 3.1895 0.0699 1.8599  0.66
5 C 4.0529 -0.6677 2.6884  -0.31
6 C 5.3732 -0.3125 2.8903  -0.80
7 C 5.8871 0.8174 2.2595  -0.87
8 C 5.0583 1.5760 1.4563  0.08
9 C 3.7171 1.2198 1.2575  -0.25
10 P 2.6251 2.2992 0.2167  1.39
11 C 3.1545 3.9460 0.8755  -0.06
12 C 4.1752 4.7499 0.3668  0.04
13 C 4.4626 5.9857 0.9328  -0.81
14 C 3.7342 6.4437 2.0221  -0.46
15 C 2.7090 5.6595 2.5342  -0.54
16 C 2.4178 4.4312 1.9589  -0.45
17 C 3.4937 2.2658 -1.3935  0.37
18 C 3.2143 3.2800 -2.3145  -0.66
19 C 3.6920 3.2193 -3.6124  -0.89
20 C 4.4407 2.1236 -4.0276  -0.40
21 C 4.7119 1.1057 -3.1289  -0.71
22 C 4.2526 1.1817 -1.8192  -0.57
23 C 0.6623 -0.5685 3.3578  -0.16
24 C 0.7835 -1.6200 4.2676  -0.01
25 C 0.1173 -1.6181 5.4891  -0.89
26 C -0.6902 -0.5425 5.8290  -0.84
27 C -0.8393 0.5131 4.9353  -0.26
28 C -0.1863 0.4930 3.7067  0.22
29 P -0.3902 1.8030 2.4133  0.60
30 C -1.1810 3.1311 3.4125  0.08
31 C -0.3978 3.7053 4.4214  -0.41
32 C -0.8365 4.8065 5.1371  -0.82
33 C -2.0699 5.3804 4.8484  -0.47
34 C -2.8521 4.8328 3.8436  -0.60
35 C -2.4160 3.7175 3.1358  -0.59
36 C -1.8258 1.1801 1.4548  1.33
37 C -1.9057 1.4073 0.0799  -1.35
38 C -3.0375 1.0318 -0.6321  0.34
39 C -4.0933 0.3967 0.0096  -0.83
40 C -4.0109 0.1350 1.3675  -0.58
41 C -2.8872 0.5312 2.0816  -0.50
42 H 2.3418 -2.9486 1.9316  0.35
43 H 0.7418 -2.9630 1.1763  0.40
44 H 2.1670 -2.5327 0.2288  0.34
45 H 3.6704 -1.5527 3.1883  0.18
46 H 6.0054 -0.9137 3.5361  0.39
47 H 6.9234 1.1060 2.3980  0.37
48 H 5.4502 2.4611 0.9689  0.31
49 H 4.7487 4.4051 -0.4864  0.36
50 H 5.2601 6.5917 0.5174  0.37
51 H 3.9540 7.4104 2.4603  0.36
52 H 2.1175 6.0083 3.3735  0.48
53 H 1.5931 3.8383 2.3400  0.04
54 H 2.5953 4.1197 -2.0126  0.49
55 H 3.4429 4.0079 -4.3131  0.37
56 H 4.7756 2.0510 -5.0552  0.36
57 H 5.2515 0.2238 -3.4495  0.37
58 H 4.4516 0.3619 -1.1404  0.32
59 H 1.4054 -2.4710 4.0062  0.23
60 H 0.2236 -2.4560 6.1701  0.37
61 H -1.2228 -0.5291 6.7733  0.36
62 H -1.4909 1.3401 5.1980  0.37
63 H 0.5744 3.2758 4.6463  0.49
64 H -0.2093 5.2217 5.9178  0.39
65 H -2.4135 6.2461 5.4022  0.36
66 H -3.8149 5.2700 3.6050  0.39
67 H -3.0451 3.3003 2.3593  0.31
68 H -1.0707 1.8483 -0.4578  0.38
69 H -3.0781 1.1820 -1.7049  0.32
70 H -4.9501 0.0658 -0.5651  0.26
71 H -4.8004 -0.4087 1.8732  0.38
72 H -2.8281 0.3078 3.1400  0.35
73 N -4.3047 -3.3531 -0.6512  0.00
74 C -4.0510 -3.5314 0.6926  0.53
75 C -4.7619 -4.1330 1.7128  -1.28
76 C -4.2070 -4.0979 2.9974  -0.50
77 C -2.9816 -3.4727 3.2238  -0.85
78 C -2.2675 -2.8680 2.1938  0.16
79 C -2.8020 -2.8967 0.9037  -0.29
80 N -2.3224 -2.3525 -0.2527  0.35
81 C -3.2438 -2.6221 -1.1996  -0.03
82 C -3.2616 -2.2535 -2.5550  -0.53
83 C -4.2571 -2.5654 -3.5122  -0.85
84 S -3.8148 -1.9085 -5.0562  -0.31
85 C -2.3789 -1.2543 -4.3317  -0.20
86 N -2.2216 -1.4934 -3.0793  0.33
87 H -5.1064 -3.6688 -1.1623  0.21
88 H -5.7200 -4.6084 1.5311  0.38
89 H -4.7387 -4.5570 3.8227  0.37
90 H -2.5728 -3.4433 4.2278  0.48
91 H -1.3311 -2.3597 2.3907  0.39
92 H -5.1449 -3.1642 -3.3979  0.31
93 H -1.6528 -0.6965 -4.9107  0.27
94 O 0.9603 0.7094 -2.3855  -0.80
95 N 0.8515 1.0537 -3.6333  1.10
96 C 0.2970 2.2562 -3.9114  -0.36
97 C 0.1435 2.7269 -5.1918  -1.09
98 C 0.5863 1.9184 -6.2402  -0.12
99 C 1.1402 0.6943 -5.9519  -0.97
100 C 1.2875 0.1986 -4.6357  0.09
101 S 1.9317 -1.3226 -4.2669  -0.46
102 H 0.0107 2.7915 -3.0177  0.45
103 H -0.3112 3.6950 -5.3487  0.40
104 H 0.4935 2.2400 -7.2708  0.39
105 H 1.4838 0.0418 -6.7423  0.41

Values from the calculation:
net charge = -2
energy above the lowest of the compared OMol25 structures with the same formula, charge and spin = 42.2 kJ/mol
LUMO energy (spin up / spin down) = 3.9526 / 3.9327 eV
multiplicity = 2

***

Entry 3:
Molecular formula: C18H19N9O3S3Ti
Method: DFT, the ωB97M-V functional and the def2-TZVPD basis

Each line ends with the Mulliken charge.
Geometry (Å):
1 Ti -0.3350 0.0059 0.0377  0.37
2 C 4.9215 -0.9645 0.2335  -1.20
3 C 4.0119 -0.4005 1.2569  0.94
4 N 4.3180 -0.1079 2.4771  -0.80
5 N 3.1537 0.3682 3.0186  0.21
6 C 2.1208 0.3790 2.1637  0.23
7 S 0.5455 0.8937 2.3830  -0.44
8 N 2.6806 -0.1256 1.0240  0.24
9 N 1.9391 -0.2712 -0.1425  -0.53
10 H 5.9139 -1.0633 0.6640  0.36
11 H 4.9726 -0.3169 -0.6425  0.28
12 H 4.5772 -1.9469 -0.0928  0.30
13 H 3.1197 0.6623 3.9785  0.18
14 H 2.0138 -1.2154 -0.5143  0.37
15 H 2.1997 0.4016 -0.8602  0.34
16 N 3.1160 2.5016 -7.8188  -0.58
17 C 2.4200 1.9228 -6.7636  1.06
18 C 1.0332 2.0579 -6.6686  -0.77
19 C 0.3378 1.4438 -5.6449  -0.27
20 C 1.0127 0.6770 -4.7071  -0.28
21 C 2.3878 0.5251 -4.8003  -0.50
22 C 3.0901 1.1447 -5.8168  -0.76
23 S 0.1274 -0.1109 -3.3970  1.18
24 O 0.8348 -1.3372 -3.1037  -0.76
25 O -1.2555 -0.1567 -3.7907  -0.76
26 N 0.3172 0.7689 -2.0493  0.04
27 C -0.3179 1.9725 -1.9083  0.30
28 N -0.6590 2.1941 -0.6177  0.05
29 C -1.1578 3.3772 -0.3060  -0.14
30 C -1.3789 4.3537 -1.2638  -0.74
31 C -1.0709 3.9993 -2.5673  -0.24
32 N -0.5402 2.8299 -2.9031  -0.43
33 H 2.6645 3.2875 -8.2570  0.23
34 H 4.0970 2.6595 -7.6579  0.22
35 H 0.5014 2.6470 -7.4064  0.28
36 H -0.7342 1.5530 -5.5615  0.45
37 H 2.9040 -0.1024 -4.0848  0.46
38 H 4.1630 1.0139 -5.8954  0.28
39 H -1.4086 3.5326 0.7383  0.44
40 H -1.7908 5.3188 -1.0135  0.39
41 H -1.2542 4.6900 -3.3845  0.41
42 O -2.3578 -0.2106 0.4642  -0.59
43 N -2.9127 -1.4192 0.4810  0.39
44 C -4.2664 -1.4487 0.5215  -0.25
45 C -4.9504 -2.6276 0.5610  -0.72
46 C -4.2179 -3.8216 0.5571  -0.12
47 C -2.8523 -3.7724 0.5080  -0.89
48 C -2.1554 -2.5469 0.4603  0.79
49 S -0.4557 -2.4480 0.3739  -0.61
50 H -4.7185 -0.4697 0.5180  0.44
51 H -6.0293 -2.6139 0.5895  0.39
52 H -4.7255 -4.7763 0.5861  0.37
53 H -2.2540 -4.6716 0.4934  0.40

Values from the calculation:
energy above the lowest of the compared OMol25 structures with the same formula, charge and spin = 19.7 kJ/mol
LUMO energy (spin up / spin down) = 0.2902 / 0.2749 eV
multiplicity = 3